Below is a 10-piece molecular cluster, C22H42O38S9 overall, with properties calculated with ωB97M-V with the def2-TZVPD basis set.

Each line ends with the Löwdin charge.
Atoms and positions in Å:
O 3.775 -2.867 5.454  -0.2137
S 2.862 -2.181 4.609  0.7386
O 3.029 -2.120 3.174  -0.2250
O 1.314 -2.638 5.057  -0.2118
C 1.012 -2.120 6.309  -0.2039
C 1.473 -0.630 6.291  -0.1213
O 2.508 -0.666 5.277  -0.2433
H -0.043 -2.157 6.581  0.1379
H 1.584 -2.724 7.013  0.1212
H 1.819 -0.247 7.250  0.1329
H 0.650 -0.001 5.952  0.1052
O -1.212 1.973 -5.363  -0.2570
S -0.355 0.758 -5.106  0.7244
O -1.039 -0.441 -5.334  -0.2074
O 0.926 0.823 -6.095  -0.2014
C 1.932 1.673 -5.584  -0.1370
C 1.746 1.590 -4.052  -0.2185
O 0.567 0.993 -3.758  -0.1826
H 2.868 1.305 -6.005  0.1391
H 1.604 2.664 -5.899  0.1321
H 1.791 2.602 -3.648  0.1362
H 2.495 1.017 -3.506  0.1166
O 5.169 3.832 5.210  -0.2601
S 4.461 4.074 3.933  0.8041
O 4.753 5.258 3.088  -0.2571
O 4.551 2.689 2.983  -0.2223
C 3.537 1.734 3.298  -0.1869
C 2.514 2.373 4.226  -0.1519
O 2.820 3.737 3.927  -0.2343
H 3.084 1.358 2.380  0.1051
H 4.061 0.868 3.703  0.1169
H 2.805 2.198 5.262  0.1237
H 1.447 2.269 4.028  0.1132
O -4.296 4.813 -1.458  -0.2335
S -3.023 5.493 -1.408  0.7070
O -3.016 6.919 -1.703  -0.2406
O -2.313 5.229 0.011  -0.2179
C -0.913 5.248 -0.110  -0.1635
C -0.669 4.510 -1.440  -0.1840
O -1.863 4.581 -2.217  -0.1741
H -0.401 6.205 -0.008  0.1364
H -0.776 4.644 0.787  0.1267
H -0.168 3.545 -1.354  0.0936
H 0.203 5.019 -1.851  0.1213
O -0.596 2.059 5.085  -0.2598
S -1.835 2.799 5.103  0.7261
O -1.869 3.670 6.342  -0.2816
O -2.150 3.586 3.697  -0.1967
C -3.396 3.289 3.102  -0.1440
C -4.146 2.390 4.182  -0.1225
O -3.127 1.854 5.027  -0.1986
H -4.006 4.151 2.829  0.1342
H -3.157 2.748 2.187  0.1010
H -4.669 1.547 3.731  0.1325
H -4.818 3.009 4.775  0.1280
O -2.881 -4.423 1.977  -0.2598
S -1.408 -4.330 1.635  0.7920
O -0.455 -3.693 2.507  -0.2388
O -0.751 -5.865 1.344  -0.1758
C 0.135 -5.783 0.317  -0.2605
C -0.275 -4.716 -0.683  -0.1332
O -1.188 -3.830 0.061  -0.2310
H 1.176 -5.635 0.604  0.1310
H 0.022 -6.781 -0.108  0.1396
H -0.783 -5.236 -1.495  0.1229
H 0.646 -4.209 -0.972  0.1226
O -1.734 1.419 0.728  -0.2384
S -0.367 1.093 0.301  0.7251
O 0.567 2.198 0.427  -0.2380
O 0.103 -0.183 1.291  -0.1848
C 1.014 -1.047 0.707  -0.1903
C 0.769 -0.975 -0.831  -0.1092
O -0.171 0.096 -0.933  -0.2138
H 2.039 -0.692 0.812  0.0904
H 0.967 -1.993 1.247  0.1142
H 0.389 -1.926 -1.204  0.0988
H 1.625 -0.684 -1.439  0.1054
O 5.147 -0.398 0.865  -0.2213
S 4.573 0.127 -0.368  0.7799
O 3.525 1.104 -0.141  -0.2339
O 5.818 0.689 -1.450  -0.1946
C 6.304 -0.319 -2.241  -0.2123
C 5.019 -1.036 -2.589  -0.2259
O 4.175 -1.008 -1.508  -0.2051
H 6.997 0.056 -2.994  0.1495
H 6.876 -0.955 -1.565  0.1309
H 5.252 -2.001 -3.039  0.1409
H 4.399 -0.493 -3.302  0.1179
O -2.794 -4.691 -3.621  -0.2363
S -2.003 -3.573 -4.091  0.7798
O -1.136 -2.799 -3.163  -0.2667
O -1.079 -4.161 -5.406  -0.1976
C -1.311 -3.350 -6.497  -0.2179
C -2.841 -3.055 -6.446  -0.1577
O -2.975 -2.641 -5.106  -0.2146
H -0.755 -2.425 -6.347  0.0977
H -0.891 -3.788 -7.403  0.1385
H -3.600 -3.817 -6.625  0.1355
H -2.992 -2.212 -7.120  0.1352
O -7.151 -1.503 -1.500  0.0552
C -5.945 -1.224 -1.281  -0.4858
C -5.114 -1.775 -0.141  -0.0391
C -3.738 -1.805 -0.838  -0.1682
C -3.802 -0.623 -1.719  -0.1281
O -5.182 -0.677 -2.162  0.0574
H -5.050 -1.217 0.793  0.1237
H -5.415 -2.776 0.168  0.1258
H -2.805 -1.816 -0.276  0.1045
H -3.546 -2.695 -1.438  0.1072
H -3.790 0.305 -1.148  0.1270
H -3.116 -0.556 -2.564  0.1281

Calculated values
- Highest occupied orbital energy: -9.600 eV
- LUMO level: -0.53 eV
- ΔE to the lowest compared entry with this formula, charge and spin: 146.5 kcal/mol
- SMILES: O=S1(=O)OCCO1.O=S1(=O)OCCO1.O=S1(=O)OCCO1.O=S1(=O)OCCO1.O=S1(=O)OCCO1.O=S1(=O)OCCO1.O=S1(=O)OCCO1.O=S1(=O)OCCO1.O=S1(=O)OCCO1.O=C1CCCO1
- Maximum force: 6.96 eV/Å
- Molecular weight: 1203.14 g mol⁻¹
- Energy: -7305.8163 Ha